C23H19Cl3GeN6O2PtS2 | wB97M-V/def2-TZVPD

Properties
multiplicity = 2
HOMO energy (alpha / beta) = -15.67 / -15.67 eV
energy relative to the best compared isomer or geometry (same formula, charge and spin) = 5.0 kcal/mol
HOMO-LUMO gap (alpha / beta) = 4.86 / 3.71 eV
expectation value of S² = 0.79
total charge = +3
E = -5739.2022 Ha

Last column: natural (NBO) charge in e.
Atoms and positions in Å:
Pt1 0.41 -1.16 0.23  1.061
C1 -0.43 -3.57 -2.20  -0.254
O1 -0.56 -2.24 -1.66  -0.540
C2 -1.39 -1.36 -2.30  0.348
C3 -2.19 -1.69 -3.37  -0.280
C4 -3.05 -0.75 -3.92  -0.121
C5 -3.10 0.55 -3.41  -0.193
C6 -2.28 0.90 -2.36  -0.185
C7 -1.42 -0.05 -1.82  -0.048
N1 -0.47 0.32 -0.80  -0.197
N2 -0.35 1.53 -0.56  -0.058
C8 0.43 2.15 0.37  0.049
C9 0.97 1.43 1.53  0.410
O2 0.78 0.19 1.77  -0.560
C10 1.78 2.19 2.45  -0.297
C11 2.01 3.49 2.26  -0.052
C12 1.52 4.20 1.09  -0.001
C13 1.82 5.53 0.88  -0.169
C14 1.37 6.19 -0.24  -0.148
C15 0.60 5.52 -1.20  -0.162
C16 0.28 4.21 -1.01  -0.168
C17 0.72 3.51 0.14  -0.077
H1 -0.06 -3.54 -3.22  0.224
H2 -1.38 -4.09 -2.15  0.216
H3 0.30 -4.08 -1.57  0.211
H4 -2.18 -2.70 -3.77  0.252
H5 -3.68 -1.03 -4.75  0.259
H6 -3.77 1.29 -3.84  0.261
H7 -2.30 1.90 -1.95  0.257
H8 2.18 1.65 3.30  0.248
H9 2.60 4.03 2.99  0.253
H10 2.42 6.05 1.62  0.240
H11 1.61 7.24 -0.38  0.251
H12 0.27 6.05 -2.09  0.248
H13 -0.32 3.68 -1.75  0.224
N3 3.24 -3.45 0.72  -0.712
C18 2.32 -3.33 1.64  0.342
N4 1.16 -2.68 1.52  -0.599
C19 0.37 -2.84 2.63  0.135
C20 0.97 -3.57 3.66  -0.291
S1 2.51 -4.09 3.23  0.614
C21 -0.94 -2.36 2.63  0.145
C22 -1.89 -2.53 3.65  -0.291
S2 -3.38 -1.90 3.20  0.610
C23 -2.68 -1.41 1.64  0.336
N5 -1.41 -1.71 1.52  -0.618
N6 -3.40 -0.78 0.74  -0.713
H14 3.09 -3.13 -0.23  0.437
H15 4.11 -3.93 0.92  0.451
H16 0.54 -3.81 4.62  0.288
H17 -1.76 -3.01 4.61  0.288
H18 -4.38 -0.57 0.90  0.446
H19 -3.02 -0.57 -0.18  0.438
Cl1 2.94 -2.26 -2.35  -0.329
Ge1 2.39 -0.57 -1.11  1.116
Cl2 4.01 -0.11 0.19  -0.307
Cl3 2.08 1.07 -2.44  -0.289